89
Properties=species:S:1:pos:R:3:mulliken_charge:R:1 method="wB97M-V/def2-TZVPD" charge=+1
H 8.48921 3.47603 -0.50211 0.394
F 3.47788 -1.65554 -3.35811 -0.191
H -6.01614 -1.11166 0.64936 0.376
H -3.12309 -1.87213 3.15200 0.477
O 0.31641 3.69544 -0.39962 -0.601
H -0.52475 4.93458 1.49612 0.511
H -5.56153 -2.06978 3.21970 0.525
C -2.14554 4.39804 2.80255 -0.779
H 7.39559 3.56516 1.70427 0.385
C 0.47128 -6.75407 -2.48603 -0.569
O -1.06364 -0.64927 3.64584 -0.483
C -5.18414 0.35971 5.48561 -0.416
H 1.18219 -5.49670 0.56694 0.462
N 3.33118 2.40490 -0.10289 0.879
O 4.45802 2.06143 -4.78906 -0.509
N -2.02675 -0.89485 -1.58292 1.252
N 1.64196 -0.62842 -0.33129 0.250
Y 1.19156 0.43019 -2.16203 2.541
H -3.64140 -1.82544 0.23457 0.476
H 1.17571 -3.42934 -0.70077 0.197
H -2.25041 1.05031 0.84842 0.467
C 0.49453 -5.58062 -3.21459 -0.602
H 0.18672 -5.60615 -4.25321 0.450
S 3.12618 1.57608 -4.98145 0.930
H -3.26048 1.17002 6.14978 0.543
N -0.29120 2.76104 0.04271 0.888
H -3.23433 1.26569 -2.66870 0.409
C 5.47167 3.03716 0.93873 -0.470
S 1.11370 -1.06790 1.15656 0.705
C -4.10013 -1.02085 -0.32964 0.305
C -3.68935 -1.23843 3.81692 -0.499
C -3.10078 3.42010 3.06180 -0.552
C 0.69098 -4.36016 -2.58074 -0.193
C -3.35720 -0.41331 -1.32800 -0.265
H -3.81967 3.59978 3.85219 0.440
O -1.74310 -2.03758 -1.42582 -0.549
H 1.14923 -7.68032 -0.68067 0.404
H -3.91561 1.52651 2.63970 0.552
C -5.89996 0.47619 -0.77329 -0.339
H -5.72725 0.83358 6.30031 0.388
C -3.15034 2.23199 2.34430 -0.897
O -1.19345 -0.05176 -1.96259 -0.735
H -5.51252 2.08048 -2.14003 0.447
C -5.84707 -0.55069 4.69205 -0.825
C -3.81590 0.49166 5.51797 -0.514
C -3.08379 -0.35662 4.70158 0.201
C 1.14280 -5.52452 -0.51229 -0.806
C 5.32897 2.68706 -1.46785 -0.123
H 7.10591 3.02967 -2.54265 0.456
H 0.18236 -7.63049 -3.04687 0.410
C -1.29254 4.20911 1.72966 -0.591
O -0.14732 1.60394 -0.36335 0.134
O 2.61303 -1.52671 -5.60528 -0.519
C 7.41793 3.34556 -0.42046 -0.408
H -2.13622 5.31043 3.37956 0.430
N 0.69145 -3.07578 -3.28731 0.480
C -5.12279 1.16672 -1.71904 -0.843
H 4.81407 2.45969 -2.38936 0.328
C -5.07298 -1.31719 3.83031 -0.254
C 6.80761 3.39771 0.81270 -0.541
O 2.81548 2.41682 0.98719 -0.529
O 0.54258 -3.12665 -4.48294 -0.539
C 4.73318 2.76813 -0.19688 0.146
H -6.89644 0.85060 -0.57855 0.425
C 6.66724 3.06494 -1.55438 -0.654
C 0.98114 -6.73255 -1.17635 -0.446
S 3.24208 -1.24780 0.08266 0.846
C -1.28349 2.99056 1.06926 -0.076
O 4.83371 -0.67990 -4.96574 -0.540
O 2.74205 1.99967 -1.11412 -0.295
O -1.06776 0.22158 5.62843 -0.619
C 1.03090 -4.34920 -1.24445 0.637
C -2.22218 1.99943 1.36126 0.469
O 3.95218 -0.66025 1.16377 -0.520
F 3.89153 -0.43859 -1.16565 -0.263
O 3.59011 -2.56656 -0.36289 -0.539
H -6.91108 -0.70372 4.79394 0.474
O 0.85621 -2.02848 -2.65924 -0.009
C -3.87032 0.67732 -2.01752 -0.148
S 3.44763 -0.79326 -4.70666 0.907
O 2.50035 1.52608 -6.26344 -0.620
C -5.41102 -0.65172 -0.11805 -0.894
F -0.44505 -0.92156 0.79811 -0.215
N -1.60430 -0.25279 4.65196 0.992
O 1.30534 -0.03448 2.12576 -0.484
F 2.28603 2.82989 -4.34261 -0.341
H 5.05073 3.09108 1.93269 0.463
N 2.61521 0.54492 -3.89971 -0.053
O 1.21120 -2.42322 1.58995 -0.593

---

13
Properties=species:S:1:pos:R:3:nbo_charge:R:1 method="wB97M-V/def2-TZVPD" smiles="[H]/N=C/N.CS" relative_energy_kcal_mol=7.5
H 0.70421 0.06674 -4.40437 0.344
H -3.65314 1.93688 4.69152 0.223
H 4.01957 -1.46082 -3.46322 0.384
N 1.06598 -0.48169 -3.63726 -0.721
N 3.17724 -1.26608 -2.93485 -0.813
H -2.07301 -0.82323 4.21850 0.121
H 2.76499 0.36657 -4.23310 0.139
C 2.33533 -0.40548 -3.58299 0.280
H -3.58474 0.79087 3.30959 0.222
H -2.29274 1.91688 3.50052 0.213
H 2.70558 -2.11955 -2.67979 0.386
S -2.15895 0.15235 5.15083 -0.049
C -3.01032 1.32657 4.06462 -0.730

---

110
Properties=species:S:1:pos:R:3:mulliken_charge:R:1 method="wB97M-V/def2-TZVPD" charge=+1
N -6.79835 2.36178 -3.49577 -0.213
C 1.38260 0.03793 2.23099 1.762
N -0.74807 1.11733 3.35701 0.545
C -4.30998 1.63430 -2.28921 -0.238
H -9.23486 3.53565 -6.27267 0.374
H 8.66595 -0.66034 0.98468 0.322
P 3.26627 2.10708 1.99172 0.060
C 2.26957 -1.62668 0.25511 0.538
H -8.14249 5.19157 -4.75732 0.361
H 2.21290 -0.47860 4.25571 0.242
N -5.01532 -2.25256 -0.91756 -0.235
C 0.02250 -0.06656 3.16070 -1.124
H -1.52362 1.38871 -1.77763 0.307
H -1.19354 5.43479 3.30947 0.408
H 0.34216 -2.40583 3.66345 0.254
H -4.24418 -0.02762 -0.77450 -0.100
C 6.92247 -3.41443 -2.32112 -0.377
F 4.17320 0.63110 -2.71867 -0.192
O -3.42036 2.54350 -2.99233 -0.572
C -0.28493 -1.47368 3.81999 -0.553
C 1.70719 1.78106 -1.37139 -0.119
H 0.89964 3.74723 4.75610 0.160
H -5.20869 2.25074 -1.90548 0.295
H 2.40389 -1.38650 -0.87155 -0.662
C -0.85949 4.33015 3.36217 -0.303
H 5.45182 -2.00061 0.57547 -0.307
H -1.57070 0.54951 0.94018 0.029
H -8.72979 1.11013 -5.96693 0.356
C -6.92275 -3.44727 -1.77188 -0.666
H -1.85858 -2.56779 5.25133 0.375
C -6.57564 -3.29433 0.59104 -0.755
N 4.44555 -3.61238 -0.43851 -0.223
H 3.85665 0.65644 -0.07297 -0.219
H 6.09889 -3.71156 1.02454 0.320
C 8.14984 -3.16345 -3.26402 -0.514
H 8.11502 -3.56853 -4.32719 0.324
H 1.34829 5.85352 2.51732 0.285
C 9.35314 -2.33974 -2.73158 -0.371
C 0.91637 2.10448 0.92830 -1.443
H 3.53462 -0.56382 2.93040 0.331
H 6.00373 -3.99089 -2.67801 0.314
O 2.62285 2.64347 -1.18406 -0.469
C 1.96721 -3.23710 0.28226 -0.635
C -5.76507 -2.70447 -1.93652 -0.196
C -7.08339 3.66179 -3.68038 -0.038
H 10.27225 -1.17664 -0.89311 0.265
H -3.90939 2.98512 -3.73041 0.335
N 0.71971 1.44479 -0.36540 1.409
H -8.23247 -4.32728 -0.31066 0.376
O 4.06354 1.95164 3.53675 -0.577
H -4.81264 -2.17608 1.12636 0.385
H 3.29439 -1.50580 0.72822 -0.850
H -1.71550 3.58626 3.25051 0.112
N 0.33818 3.30777 1.04698 0.383
C -2.39608 -0.31179 4.90623 -0.783
H -1.53829 -1.13686 0.10118 0.586
C -7.33221 -3.74686 -0.48053 -0.111
O 1.58029 4.89859 2.55630 -0.590
C -7.39938 1.48924 -4.32133 -0.091
H 1.59871 -3.61903 -0.73019 0.336
C 2.44250 -0.75775 3.17501 -1.065
H 0.26806 -1.62705 1.19074 0.839
H 0.46352 -0.54846 -1.28285 1.041
C 9.38095 -1.78421 -1.28527 -0.549
C -2.06830 0.48766 -1.33099 -0.555
C -1.89803 0.96431 4.18593 -0.077
H -3.36131 -0.27568 5.53029 0.348
N 1.61105 1.48815 2.05808 0.919
C -7.94775 4.13117 -4.65607 -0.693
C -1.53657 -1.60372 4.73914 -0.769
H -0.08908 5.16443 5.38678 0.313
C 2.82644 0.30984 -2.97285 0.599
H -7.15348 0.44572 -4.14915 0.367
N 1.68307 1.18928 -2.74652 -0.084
C -8.27544 1.85799 -5.32908 -0.709
O 2.58141 -0.82142 -3.47655 -0.501
B 0.34571 4.16124 2.29654 0.247
H -2.54323 1.90918 4.34703 0.283
H 4.73708 1.22911 3.46891 0.364
H 4.95249 0.22470 1.44695 0.256
H -6.86562 -3.51024 1.61177 0.361
H 3.31882 -5.10185 0.59851 0.345
C -8.55305 3.20738 -5.49579 -0.104
H 4.08618 -3.04213 -1.21429 0.260
H 0.78019 0.73289 -2.94122 0.386
C -3.59087 0.88796 -1.03787 -0.223
H -0.17331 3.69633 0.22530 0.471
H 10.23917 -2.16509 -3.42556 0.306
C 3.40172 -3.95985 0.57022 -0.856
O 8.20674 -1.53010 0.99000 -0.521
H 3.81017 -3.61082 1.59760 0.274
C 0.34234 0.01077 -0.27717 -1.725
H 1.29334 -3.53284 1.15838 0.339
H 5.21744 1.77339 0.49736 0.463
C 5.68022 -3.05253 0.17022 0.403
C 6.89547 -2.87219 -0.86995 -0.033
C -5.43540 -2.55532 0.32179 0.036
H -2.07810 -0.34305 -2.13995 0.171
H -0.77787 3.45039 5.51714 0.231
C 1.05461 -0.82128 0.91901 0.813
H -4.70607 0.87518 -3.05510 0.124
C 8.14686 -2.06781 -0.34730 0.509
C -0.17588 4.16115 4.84470 -0.711
H -6.58311 4.34564 -3.00126 0.374
C 4.39692 1.03707 0.85423 -0.441
C -1.26992 -0.02138 -0.00389 -0.738
H -5.40228 -2.44750 -2.92662 0.428
H -7.48964 -3.78348 -2.63102 0.361
H 2.28139 -1.88611 2.97080 0.206
H -3.64318 1.64029 -0.16773 0.294

---

66
Properties=species:S:1:pos:R:3:nbo_charge:R:1 method="wB97M-V/def2-TZVPD" charge=+1
H 4.69506 7.95695 -3.80940 0.222
H 0.26259 -2.46506 5.69471 0.255
C 3.68743 4.78758 -3.18265 -0.187
O -1.87512 -3.25798 1.95453 -0.573
H 0.44567 -2.40748 2.24839 0.203
H -2.25354 6.25178 -4.62173 0.241
C 4.03377 7.10519 -3.72302 -0.188
C 1.45606 3.72144 -3.41251 0.529
H 4.39785 -3.21766 6.05720 0.260
C 0.41216 -0.24712 -0.95103 -0.102
C -1.90827 -2.53019 0.97850 0.569
C 2.69414 7.23800 -4.04608 -0.154
H -6.33611 -3.51134 0.10229 0.225
O -1.95754 -0.15642 -2.40717 -0.521
H -4.25318 -3.74015 1.40972 0.235
C 1.22330 -2.92649 5.58437 0.253
H 2.43639 0.24016 -0.46910 0.233
N 2.36852 -2.49408 6.12975 -0.460
H -0.66290 -6.59260 4.55380 0.225
C 1.56732 -1.08614 0.98237 -0.201
O 1.89821 2.63688 -3.08370 -0.552
H 1.08475 -6.85977 4.52616 0.201
C -0.70946 -1.74243 0.57521 -0.161
C -4.34664 -1.44806 -1.69819 -0.181
C -0.83816 2.80710 -3.60220 -0.177
H -0.30998 -5.54795 6.74169 0.362
C 0.39596 6.32063 -4.25298 0.543
C 0.00953 3.89880 -3.71569 -0.065
H -6.39666 -2.03342 -1.87807 0.227
C -4.28294 -3.09897 0.54021 -0.152
C -0.50134 5.14188 -4.09581 -0.146
O -0.03651 7.39062 -4.62344 -0.516
H 2.46053 -1.12902 1.59272 0.209
H 0.80950 -4.94294 3.14180 0.239
C -1.86194 5.28556 -4.33584 -0.153
H -0.44015 1.84368 -3.32075 0.234
C 0.44085 -1.80073 1.35260 -0.169
H -3.76769 4.31141 -4.38005 0.220
C 0.29593 -6.19818 4.86876 -0.230
H 3.30780 -5.13092 4.49703 0.262
C -0.72526 -0.95348 -0.57535 -0.055
C -5.48240 -2.13882 -1.30995 -0.176
C 2.34339 4.91302 -3.51104 -0.062
C -2.19316 2.95467 -3.83903 -0.192
H 1.25705 -6.10819 6.70009 0.362
C 4.52909 5.88180 -3.28439 -0.190
H -2.84846 2.09990 -3.73822 0.226
C 1.84254 6.14695 -3.93388 -0.139
C -5.44904 -2.96834 -0.19449 -0.187
C -3.14311 -2.40019 0.16221 -0.157
C 1.55518 -0.31356 -0.17441 -0.201
C 2.82971 -4.29974 4.97154 -0.059
H 2.46767 -1.67501 6.70637 0.457
H -0.44717 -4.27386 4.21794 0.236
C -3.17344 -1.57790 -0.96809 -0.050
C 3.37607 -3.33383 5.75960 -0.037
H 0.40040 0.35623 -1.84809 0.237
H 5.57461 5.78335 -3.02424 0.219
C 0.48758 -4.81760 4.16643 -0.239
C -2.70697 4.19540 -4.20145 -0.190
N 0.33127 -6.19921 6.31398 -0.822
H 4.06770 3.83231 -2.84904 0.235
N 1.48436 -4.01769 4.88956 -0.267
H 2.30193 8.18710 -4.38361 0.242
H -4.36638 -0.80589 -2.56743 0.243
C -1.95836 -0.84001 -1.40738 0.505

---

Across the entries above, E takes the values -134034.890, -16018.472, -78191.025, -47298.495 eV, respectively.